Computed, not measured: 4 unconnected molecules or ions with the total composition C5H18O3 at a distorted geometry, with the ωB97M-V functional and the def2-TZVPD basis.

Cartesian coordinates (Å):
C  -1.58043  -1.64331  1.41857
C  -1.24686  -1.50117  -0.06933
C  -0.00108  -0.54264  -0.33179
C  0.28388  -0.39222  -1.78913
C  1.69753  0.10382  -2.12247
H  -2.18664  -2.41404  1.51767
H  -2.09782  -0.74811  1.71504
H  -0.68217  -1.51947  2.13612
H  -2.11976  -1.17861  -0.62317
H  -1.02286  -2.58117  -0.31928
H  -0.78918  0.34088  -0.03850
H  0.86777  -0.71477  0.26865
H  0.38897  -1.48790  -2.31525
H  -0.43049  -0.03122  -2.45908
H  2.01554  0.81600  -1.39256
H  2.36630  -0.67866  -2.00645
H  1.75930  0.43407  -3.40073
O  0.81574  -3.21144  1.74410
H  0.06634  -3.73768  1.36748
H  0.69153  -2.43441  1.22913
O  1.13770  3.14212  -0.23557
H  0.66100  2.96228  -1.03772
H  1.30519  2.11802  -0.01178
O  -1.23513  3.55114  1.09694
H  -0.79888  3.83679  0.29798
H  -0.65890  3.01656  1.59363

2S+1 = 1
Energy above the lowest of the compared OMol25 structures with the same formula, charge and spin = 3.517 eV
Calculated total energy = -426.88715 hartree

=====

Computed, not measured: 4 unconnected molecules or ions with the total composition C5H18O3 at a distorted geometry, with the ωB97M-V functional and the def2-TZVPD basis.

Cartesian coordinates (Å):
C  2.06882  -1.38758  1.17783
C  0.65446  -1.12529  0.73439
C  0.65197  0.09404  -0.26286
C  1.06694  -0.23099  -1.68743
C  2.56466  -0.11032  -1.94557
H  2.24004  -2.21945  1.81929
H  2.27761  -0.56249  1.84915
H  2.92740  -1.28783  0.53316
H  0.03122  -0.85820  1.62890
H  0.07714  -1.93138  0.23544
H  -0.29293  0.58531  -0.27330
H  1.45246  0.77525  0.00295
H  0.68752  -1.09407  -2.19728
H  0.54149  0.39862  -2.48650
H  2.92184  -0.35427  -2.99050
H  2.78474  0.92089  -1.74655
H  3.08654  -0.86737  -1.37410
O  0.00256  -0.80851  5.23099
H  0.09354  -1.40421  5.96373
H  0.83050  -0.54852  4.81809
O  -3.33424  -0.44411  1.09371
H  -3.18218  0.48975  1.20582
H  -3.57237  -0.83807  1.93682
O  -2.84713  3.55372  -4.88177
H  -3.14476  4.32705  -4.39949
H  -2.53193  2.78778  -4.38637

2S+1 = 1
Energy above the lowest of the compared OMol25 structures with the same formula, charge and spin = 1.568 eV
Calculated total energy = -426.95879 hartree

=====

Computed, not measured: 4 unconnected molecules or ions with the total composition C5H18O3 at a distorted geometry, with the ωB97M-V functional and the def2-TZVPD basis.

Cartesian coordinates (Å):
C  -0.36161  -0.34295  1.07516
C  -1.11436  0.89035  0.41114
C  -2.45523  1.06058  1.20009
C  -3.41378  1.83024  0.22868
C  -2.20729  1.83039  2.46318
H  0.48692  -0.00884  1.69010
H  -1.05317  -0.93887  1.58524
H  0.13730  -0.93631  0.35425
H  -0.57595  1.89455  0.41338
H  -1.10854  0.70354  -0.57656
H  -2.81717  0.06053  1.43103
H  -3.98917  2.59931  0.84417
H  -4.04788  1.32607  -0.51088
H  -2.74410  2.54429  -0.37356
H  -1.09129  1.76380  3.00717
H  -2.92104  1.48267  3.27857
H  -2.34846  2.94398  2.38573
O  3.50046  0.96505  -3.09804
H  4.26268  1.13488  -2.56674
H  3.34010  0.03216  -3.02588
O  3.28758  -4.38822  -0.84484
H  2.62469  -4.61505  -0.24794
H  3.06057  -4.88520  -1.62900
O  4.05567  -1.98522  -2.76685
H  4.29999  -2.30434  -1.96291
H  3.19304  -2.65738  -2.76470

2S+1 = 1
Energy above the lowest of the compared OMol25 structures with the same formula, charge and spin = 2.114 eV
Calculated total energy = -426.93871 hartree

=====

> Look up the calculated total energy of the third one.

-426.93871 hartree

=====

> Which value of 2S+1 does entry 3 give?

1

=====

> Among the records above, which one has the highest calculated total energy?

number 1

=====

> Which value of energy above the lowest of the compared OMol25 structures with the same formula, charge and spin does entry 2 give?

1.568 eV